Entry 1:
Below is C35H37IrN5O5P2 as an isolated structure, with properties calculated with the ωB97M-V functional and the def2-TZVPD basis.

Structure (XYZ):
```
85
Properties=species:S:1:pos:R:3:lowdin_charge:R:1
Ir 1.24482 -0.41440 -0.15288 0.84
O -1.73390 0.18625 -2.11845 0.12
C -2.43865 0.92653 -2.93205 -0.14
C 0.59777 2.89816 -3.46460 -0.39
O 0.02175 3.60004 -4.18012 0.23
O 1.17397 2.19105 -2.74671 0.16
C -2.18111 0.76905 -4.32654 -0.15
C -1.52755 -0.38625 -4.79901 0.02
C -1.28715 -0.53696 -6.14433 -0.03
C -1.67876 0.46256 -7.03640 0.00
C -2.30566 1.61677 -6.58185 -0.02
C -2.56049 1.77453 -5.23548 0.00
C -3.41955 1.82343 -2.36163 -0.15
C -3.16040 2.43459 -1.12327 0.00
C -4.09695 3.27663 -0.56267 -0.03
C -5.30913 3.49625 -1.21222 -0.02
C -5.58334 2.87830 -2.42592 -0.02
C -4.64158 2.05184 -3.00933 0.00
H -2.04662 0.26350 -1.19872 0.09
H -1.25233 -1.16737 -4.10377 0.12
H -0.80741 -1.43232 -6.51429 0.12
H -1.48826 0.33896 -8.09437 0.13
H -2.58412 2.39508 -7.27828 0.13
H -3.00231 2.69296 -4.87502 0.13
H -2.20171 2.29797 -0.63161 0.12
H -3.88841 3.77331 0.37468 0.12
H -6.04434 4.15281 -0.76660 0.13
H -6.53478 3.03802 -2.91368 0.13
H -4.86516 1.54237 -3.93706 0.13
C 4.13000 0.57507 -2.05233 -0.21
P 3.41668 -0.51089 -0.78627 0.73
C 3.95713 -2.16001 -1.29220 -0.22
C 4.30618 -0.08432 0.73318 -0.37
C 5.55989 -0.57204 1.07147 -0.05
C 6.15265 -0.18390 2.26653 -0.04
C 5.49894 0.69857 3.11412 -0.04
C 4.24888 1.19950 2.77234 -0.06
C 3.64785 0.80614 1.58487 -0.37
P 2.01451 1.37126 1.03020 0.73
C 1.14846 1.93493 2.52443 -0.24
C 2.32085 2.95910 0.19385 -0.22
H 5.15990 0.27121 -2.24502 0.06
H 4.13438 1.60666 -1.70710 0.04
H 3.55497 0.51239 -2.97597 0.05
H 5.03542 -2.17385 -1.44944 0.06
H 3.48921 -2.42119 -2.24322 0.05
H 3.68669 -2.89202 -0.53274 0.06
H 6.07833 -1.26662 0.42273 0.11
H 7.12275 -0.57687 2.53841 0.12
H 5.95941 0.99364 4.04712 0.12
H 3.74981 1.88612 3.44489 0.11
H 1.58244 2.87710 2.86080 0.06
H 1.23175 1.21272 3.33482 0.05
H 0.09641 2.10258 2.29225 0.05
H 3.12678 3.48162 0.71022 0.07
H 1.41705 3.56879 0.24252 0.06
H 2.58232 2.81767 -0.85041 0.01
N 0.73603 -2.33289 -1.09667 -0.09
N 0.93217 -3.35978 -0.13068 0.02
C 1.22218 -2.98679 1.21801 -0.73
O 0.89144 -3.76646 2.08872 0.07
O 1.84662 -1.87126 1.36335 -0.18
H -0.23281 -2.32368 -1.40453 0.08
H 1.30555 -2.54618 -1.90886 0.08
H 0.27957 -4.12801 -0.19473 0.14
N -2.44738 -3.45310 9.07986 0.19
C -2.32178 -3.14221 7.98211 -0.17
C -2.16756 -2.74907 6.60569 -0.21
C -3.24520 -2.18469 5.92629 0.00
C -3.09490 -1.79359 4.60809 0.00
C -1.87004 -1.98175 3.98904 -0.18
C -0.79438 -2.56406 4.64065 0.02
C -0.94639 -2.94118 5.96420 0.01
N -1.70055 -1.58139 2.62033 0.02
C -2.46715 -1.96322 1.55026 0.00
C -1.85047 -1.45698 0.45020 -0.15
N -0.72455 -0.74634 0.83123 -0.08
C -0.67418 -0.85859 2.14867 -0.14
H -4.18872 -2.04715 6.43528 0.13
H -3.91642 -1.33251 4.07493 0.12
H 0.12013 -2.77306 4.09737 0.11
H -0.12774 -3.40536 6.49598 0.13
H -3.33499 -2.58950 1.66036 0.14
H -2.14476 -1.61197 -0.57523 0.10
H 0.10796 -0.48622 2.78222 0.12
```

The expectation value of S² is 0.753. As for the net charge: +2. The largest force on an atom is 0.3 eV Å⁻¹. The calculation puts the HOMO-LUMO gap (alpha / beta) at 5.442 / 6.370 eV. As for the spin multiplicity: 2. Its electronic energy is -75989.14305 eV.

***

Entry 2:
Below is C48H66BN8PSSc as an isolated structure, with properties calculated with the ωB97M-V functional and the def2-TZVPD basis.

Structure (XYZ):
```
126
Properties=species:S:1:pos:R:3:lowdin_charge:R:1
Sc -0.42557 -1.03497 -0.14491 0.93
C -4.41500 -0.77228 0.46080 -0.04
C -3.83775 -1.16391 1.82003 -0.38
C -4.93307 -1.23290 2.87714 -0.06
C -2.75128 -0.19910 2.21139 -0.27
C -2.72825 0.68059 3.29389 0.05
C -1.60590 1.47217 3.11842 -0.18
C -1.04359 2.42400 4.14451 -0.33
C 0.34650 1.94390 4.56482 -0.04
C -1.06781 3.91424 3.81350 -0.05
N -0.99978 1.08341 1.97477 0.07
N -1.66629 0.00005 1.45702 0.02
B 0.05289 1.84164 1.07750 -0.48
N -0.56412 1.99359 -0.35654 0.07
N -0.96337 0.85640 -1.01869 0.01
C -1.71343 1.21960 -2.06445 -0.23
C -1.78197 2.60686 -2.10328 0.05
C -1.08529 3.06720 -1.00461 -0.17
C -1.17870 4.49943 -0.53779 -0.33
C 0.08328 5.21344 -0.06829 -0.05
C -2.30662 4.58257 0.49531 -0.03
C -2.47854 0.24070 -2.90580 -0.36
C -1.86257 0.04653 -4.28842 -0.03
C -3.93955 0.68438 -3.01212 -0.05
N 1.37755 1.02879 1.08247 0.05
N 1.31716 -0.34991 1.05392 0.01
C 2.56797 -0.79840 1.25238 -0.26
C 3.42793 0.27976 1.41271 0.05
C 2.65885 1.41503 1.30177 -0.18
C 3.21664 2.81966 1.33616 -0.32
C 3.02600 3.51715 -0.01071 -0.05
C 2.77779 3.69170 2.51103 -0.05
C 2.98681 -2.23998 1.26425 -0.37
C 3.71100 -2.56494 2.57242 -0.05
C 1.83240 -3.18640 1.06049 -0.12
H -5.19904 -1.46844 0.16280 0.09
H -4.83978 0.23324 0.49387 0.09
H -3.65136 -0.77993 -0.32187 0.06
H -3.39956 -2.15265 1.69785 0.06
H -5.45039 -0.27752 2.97473 0.09
H -5.67458 -1.98226 2.60149 0.09
H -4.53832 -1.49486 3.85945 0.06
H -3.43901 0.75966 4.09621 0.12
H -1.70977 2.29565 5.00396 0.14
H 1.03731 1.96716 3.72524 0.05
H 0.74963 2.57840 5.35342 0.09
H 0.31012 0.91912 4.93593 0.09
H -0.41513 4.17317 2.98497 0.04
H -2.07390 4.25288 3.57091 0.08
H -0.73171 4.47319 4.68640 0.09
H 0.25088 2.91506 1.52049 0.09
H -2.32327 3.21572 -2.80493 0.13
H -1.51406 5.03586 -1.43171 0.14
H 0.47610 4.81755 0.86171 0.04
H 0.87151 5.17167 -0.81749 0.07
H -0.15699 6.26380 0.09726 0.09
H -2.09789 3.93255 1.34410 0.05
H -2.41473 5.60165 0.86473 0.09
H -3.25546 4.26944 0.06133 0.09
H -2.44894 -0.72616 -2.39701 0.09
H -1.72682 1.00509 -4.79338 0.09
H -0.89384 -0.44331 -4.22249 0.05
H -2.51487 -0.57508 -4.90164 0.09
H -4.02664 1.58500 -3.62171 0.08
H -4.53199 -0.09585 -3.48933 0.09
H -4.37256 0.89707 -2.03587 0.07
H 4.49061 0.24857 1.57482 0.13
H 4.29041 2.65447 1.46999 0.14
H 1.99056 3.45867 -0.34120 0.04
H 3.29483 4.57101 0.06315 0.09
H 3.64833 3.05980 -0.77935 0.09
H 1.73004 3.96886 2.46131 0.04
H 2.95082 3.19187 3.46315 0.08
H 3.36356 4.61063 2.50657 0.09
H 3.70280 -2.35999 0.44211 0.14
H 3.03534 -2.44482 3.42132 0.09
H 4.06577 -3.59507 2.56252 0.09
H 4.56930 -1.91478 2.73210 0.08
H 1.10590 -3.08374 1.86576 0.05
H 1.32386 -3.04298 0.09893 0.01
H 2.16052 -4.22745 1.05600 0.10
C 1.61639 2.51185 -4.80817 -0.07
C 1.48941 1.26204 -5.40634 -0.07
C 1.55022 0.11452 -4.63441 -0.10
C 1.73361 0.20205 -3.25463 -0.38
C 1.86510 1.45408 -2.66893 -0.11
C 1.80683 2.60831 -3.43865 -0.07
P 1.87636 -1.24096 -2.15773 1.11
C 3.36385 -2.11620 -2.74351 -0.36
C 4.29868 -1.54540 -3.59801 -0.08
C 5.42043 -2.26750 -3.99052 -0.07
C 5.61920 -3.55733 -3.52882 -0.08
C 4.69720 -4.12898 -2.65860 -0.07
C 3.58326 -3.40976 -2.26434 -0.11
C 0.55806 -2.36889 -2.71491 -0.42
C 0.65198 -3.18164 -3.84954 -0.09
C -0.41354 -3.98429 -4.20965 -0.07
C -1.56835 -3.99061 -3.43053 -0.07
C -1.63826 -3.20805 -2.28953 -0.18
C -0.57742 -2.37955 -1.89247 -0.32
H 1.56692 3.40633 -5.41328 0.11
H 1.34150 1.18498 -6.47458 0.11
H 1.45657 -0.85490 -5.10835 0.11
H 2.00756 1.52022 -1.59824 0.07
H 1.91481 3.57736 -2.96924 0.10
H 4.15933 -0.53593 -3.96395 0.10
H 6.13745 -1.81536 -4.66218 0.11
H 6.48872 -4.11784 -3.84240 0.11
H 4.84671 -5.13478 -2.29144 0.11
H 2.86363 -3.86753 -1.59476 0.10
H 1.55897 -3.19161 -4.44390 0.11
H -0.34751 -4.61054 -5.08922 0.11
H -2.40256 -4.62170 -3.70862 0.11
H -2.54252 -3.26160 -1.68967 0.07
S -1.42034 -3.57957 0.89659 0.77
C -1.87882 -3.77624 2.51017 -0.80
N -2.42440 -4.89112 3.00766 0.03
C -2.66299 -4.81611 4.44352 -0.11
C -2.33589 -3.33633 4.75301 -0.11
N -1.75088 -2.87906 3.49801 0.05
H -2.48750 -5.72759 2.45274 0.14
H -2.01033 -5.50092 4.98654 0.12
H -3.69814 -5.06150 4.67684 0.12
H -1.62296 -3.23945 5.57029 0.12
H -3.23143 -2.76463 4.99996 0.10
H -1.51085 -1.92022 3.29610 0.12
```

As for the net charge: +1. The largest force on an atom is 0.8 eV Å⁻¹. The calculation puts the HOMO-LUMO gap at 8.456 eV. As for the spin multiplicity: 1. Its electronic energy is -104271.24630 eV.

***

Entry 3:
Below is a 6-piece molecular cluster, C14H35N6O17S2 overall at a distorted geometry, with properties calculated with the ωB97M-V functional and the def2-TZVPD basis.

Structure (XYZ):
```
74
Properties=species:S:1:pos:R:3:lowdin_charge:R:1
C 0.97474 0.30753 1.60674 -0.11
O -0.24970 1.04116 1.20354 -0.28
C 0.03819 2.47000 0.95189 -0.21
C 0.68919 2.77254 -0.53036 -0.17
C -0.34645 3.44987 -1.60751 -0.21
C -1.31749 2.36724 -2.39258 -0.19
C -2.87805 2.35301 -1.82525 -0.20
C -3.27222 0.99528 -0.99392 -0.22
C -3.24276 -0.38971 -1.88990 -0.24
S -1.94424 -1.63166 -1.27653 0.66
O -2.21774 -3.02560 -1.90475 -0.44
O -2.18687 -1.77858 0.27630 -0.45
N -0.29773 -1.07773 -1.45494 -0.35
S 0.36923 -1.46059 -3.02261 0.67
O -0.48992 -1.01623 -4.23021 -0.45
O 0.71416 -2.96766 -3.12230 -0.41
C 2.02763 -0.51919 -3.14030 -0.19
O 3.00944 -1.37839 -2.44612 -0.23
O 3.71315 -0.67482 -1.58801 -0.09
H 0.99194 -0.68199 0.94461 0.09
H 0.98025 0.02181 2.75051 0.10
H 1.97110 0.88368 1.34772 0.09
H 0.86718 2.77904 1.74320 0.11
H -0.89917 3.16234 1.19835 0.11
H 1.55578 3.57218 -0.34619 0.11
H 1.25059 1.80804 -0.95097 0.11
H -1.02871 4.29785 -1.17587 0.10
H 0.32043 3.95566 -2.45846 0.10
H -1.40053 2.77156 -3.51273 0.11
H -0.84400 1.29950 -2.47426 0.08
H -3.59693 2.46103 -2.76009 0.11
H -2.98334 3.30220 -1.14796 0.07
H -2.63626 0.88756 0.00400 0.11
H -4.40006 1.13984 -0.63386 0.11
H -3.08162 -0.16554 -3.02771 0.11
H -4.29761 -0.93917 -1.78828 0.12
H 1.91439 0.51986 -2.60862 0.11
H 2.33193 -0.42548 -4.27604 0.14
H 4.00320 0.18345 -2.03083 0.13
C 4.81530 -2.75695 1.16187 0.04
N 5.23335 -1.50134 1.84179 -0.41
O 4.70924 -0.44881 1.45899 0.05
O 6.07597 -1.60776 2.74055 0.03
H 4.07384 -2.51478 0.39745 0.09
H 5.70540 -3.19876 0.70937 0.08
H 4.38651 -3.41530 1.92011 0.06
C 7.91971 -6.57005 -0.54059 0.04
N 6.73550 -5.69429 -0.33012 -0.42
O 5.99304 -5.96513 0.62090 0.05
O 6.58462 -4.75970 -1.12566 0.06
H 7.92653 -7.34579 0.22813 0.09
H 7.82951 -7.01300 -1.53452 0.10
H 8.81070 -5.94355 -0.46409 0.10
C -3.93212 2.68741 2.75261 0.06
N -4.08360 3.69959 1.67272 -0.38
O -3.17035 3.78338 0.84326 0.03
O -5.11500 4.38155 1.68825 0.03
H -2.98353 2.16382 2.61554 0.10
H -3.94491 3.21874 3.70643 0.10
H -4.77089 1.99287 2.67334 0.11
C 1.70035 -5.78317 1.04436 0.05
N 2.11840 -4.52757 1.72427 -0.41
O 1.59430 -3.47503 1.34148 0.09
O 2.96103 -4.63398 2.62304 0.01
H 0.95889 -5.54100 0.27994 0.11
H 2.59046 -6.22498 0.59186 0.10
H 1.27157 -6.44152 1.80260 0.10
C -7.53931 6.36747 1.94028 0.04
N -8.62023 5.77680 2.77475 -0.43
O -8.43314 4.63879 3.22083 0.05
O -9.62612 6.47220 2.95833 0.04
H -6.72019 5.64926 1.86304 0.05
H -7.96123 6.57845 0.95554 0.10
H -7.20477 7.28231 2.43358 0.10
```

As for the net charge: -1. The largest force on an atom is 5.9 eV Å⁻¹. The calculation puts the HOMO-LUMO gap at 7.048 eV. As for the spin multiplicity: 1. Its electronic energy is -80480.81028 eV.

***

Entry 4:
Below is C39H28BrN6PtS3 as an isolated structure at a distorted geometry, with properties calculated with the ωB97M-V functional and the def2-TZVPD basis.

Structure (XYZ):
```
78
Properties=species:S:1:pos:R:3:lowdin_charge:R:1
Pt 0.04820 0.12500 -0.08610 1.12
S 4.55590 -0.09840 -3.16550 1.07
C 6.14120 -0.04320 -3.80940 -0.39
C 7.08900 0.00210 -2.83460 -0.17
C 6.54470 -0.00910 -1.53870 -0.10
C 5.16990 -0.05620 -1.52570 -0.46
C 4.26360 -0.05230 -0.41480 -0.18
C 2.89270 0.02220 -0.65020 -0.10
N 1.97640 0.03490 0.30150 -0.10
C 2.35430 -0.01600 1.62430 -0.14
C 3.74220 -0.07300 1.95350 -0.12
C 4.09530 -0.08870 3.34230 0.00
C 3.15560 -0.06340 4.31050 0.00
C 1.75960 -0.02530 4.00700 -0.12
C 0.77450 -0.01580 4.97250 0.04
C -0.58880 0.02080 4.60660 -0.19
C -0.86900 0.08140 3.23710 -0.07
N 0.05330 0.08270 2.30090 0.05
C 1.37870 0.01060 2.62980 -0.15
C -1.63210 0.01180 5.58900 -0.47
C -3.00060 -0.00650 5.42430 -0.11
C -3.70200 -0.01770 6.63960 -0.17
C -2.87730 -0.00910 7.72420 -0.39
S -1.22490 0.01390 7.28660 1.08
C 4.67800 -0.09720 0.93850 0.08
H 6.26230 -0.04510 -4.87370 0.07
H 8.14360 0.04520 -3.03450 0.11
H 7.14290 0.02640 -0.64590 0.11
H 2.52350 0.09810 -1.66760 0.08
H 5.14480 -0.11250 3.59580 0.12
H 3.43760 -0.05740 5.35240 0.12
H 1.03550 -0.03640 6.01920 0.10
H -1.89890 0.13510 2.90530 0.10
H -3.48770 -0.01970 4.46320 0.10
H -4.77560 -0.03130 6.70550 0.11
H -3.13480 -0.01420 8.76380 0.07
H 5.72580 -0.15010 1.18200 0.13
Br 0.03150 6.86030 -0.11280 0.73
C 0.08720 4.95890 -0.18120 -0.69
C 1.09540 4.28500 0.48530 -0.13
C 1.09600 2.90060 0.49920 -0.12
C 0.12140 2.16500 -0.17590 -0.32
C -0.84440 2.87630 -0.89220 -0.15
C -0.87520 4.26230 -0.89080 -0.13
H 1.87490 4.84030 0.98290 0.10
H 1.88970 2.41700 1.05350 0.08
H -1.59030 2.36270 -1.48540 0.09
H -1.63740 4.79420 -1.43880 0.10
S 1.75290 -6.21720 0.79780 1.00
C 1.03760 -4.63870 0.38980 -0.50
C 0.08080 -4.04810 1.21090 -0.05
C -0.36680 -2.78330 0.89990 -0.12
N 0.07480 -2.09260 -0.15690 -0.07
C 0.94990 -2.68780 -0.97530 -0.12
C 1.45620 -3.94770 -0.74350 -0.05
C 0.39200 -7.21150 0.14910 -0.51
C 0.41810 -7.59870 -1.17960 -0.08
C -0.63520 -8.37600 -1.64140 -0.13
N -1.64110 -8.74600 -0.87530 0.07
C -1.65850 -8.37230 0.38770 -0.13
C -0.65990 -7.59560 0.96150 -0.08
H -0.28670 -4.56160 2.08380 0.11
H -1.10410 -2.29480 1.52480 0.11
H 1.24950 -2.12560 -1.85120 0.11
H 2.17140 -4.38360 -1.42150 0.11
H 1.23200 -7.31290 -1.82650 0.10
H -0.67040 -8.71400 -2.66780 0.11
H -2.50670 -8.70810 0.96780 0.11
H -0.69920 -7.31310 2.00150 0.10
N -2.74210 0.76310 0.45090 0.01
C -4.02290 0.37260 0.33840 -0.06
C -4.05700 -0.62950 -0.60580 -0.04
C -2.73470 -0.77680 -1.03340 -0.12
N -1.95400 0.07600 -0.38350 -0.18
H -2.35120 1.50400 1.01930 0.15
H -4.80760 0.81040 0.92130 0.12
H -4.90690 -1.17650 -0.95080 0.10
H -2.34390 -1.43610 -1.78500 0.12
```

As for the net charge: +1. The energy relative to the best compared isomer or geometry (same formula, charge and spin) comes out at 0.00 kJ/mol. The largest force on an atom is 2.9 eV Å⁻¹. The calculation puts the HOMO-LUMO gap at 6.232 eV. As for the spin multiplicity: 1. Its electronic energy is -155628.15503 eV.